Formula: C20H28CeNO2Se
Source: OMol25
Level of theory: the ωB97M-V functional and the def2-TZVPD basis

```
! wB97M-V def2-TZVPD RIJCOSX def2/J DEFGRID3
* xyz 1 1
O 0.449 0.077 -2.951
C 0.413 1.344 -3.770
C 0.324 0.601 -5.100
H 1.332 1.924 -3.625
H -0.478 1.943 -3.527
C 0.425 -0.651 -4.197
H 1.155 0.755 -5.800
H -0.647 0.693 -5.624
C 1.679 -1.443 -4.475
H 2.576 -0.827 -4.320
H 1.666 -1.770 -5.526
H 1.728 -2.338 -3.844
C -0.771 -1.536 -4.404
H -1.713 -1.006 -4.210
H -0.722 -2.452 -3.808
H -0.779 -1.859 -5.456
Ce -0.061 -0.367 2.515
C -2.195 -0.950 3.905
C -2.114 0.472 4.052
C -2.379 1.070 2.777
H -1.910 1.018 4.975
C -2.584 0.006 1.833
C -2.485 -1.239 2.532
H -2.616 -2.229 2.090
H -2.101 -1.684 4.715
H -2.465 2.141 2.570
H -2.815 0.137 0.774
C 1.074 -2.159 4.008
C 0.145 -2.862 3.160
C 0.630 -2.790 1.810
H -0.740 -3.405 3.494
C 1.868 -2.056 1.826
C 2.159 -1.696 3.181
H 3.057 -1.177 3.538
H 0.981 -2.018 5.077
H 0.145 -3.210 0.939
H 2.476 -1.806 0.949
O 1.447 1.322 -0.023
C 0.187 0.709 -0.403
C -0.775 1.808 -0.863
H -0.398 0.012 0.299
H 0.474 0.028 -1.194
C 0.039 3.124 -0.854
H -1.580 1.878 -0.110
H -1.191 1.525 -1.816
C 1.165 2.761 0.111
H -0.543 4.000 -0.494
H 0.423 3.307 -1.866
H 0.856 2.944 1.168
H 2.109 3.311 -0.052
Se 1.190 2.093 6.788
C 1.024 1.502 5.159
N 0.863 1.028 4.068
*
```

- gap between HOMO and LUMO (alpha / beta) (Eh) = 0.2290 / 0.2289
- energy above the lowest of the compared OMol25 structures with the same formula, charge and spin (kcal/mol) = 0.0
- HOMO energy (alpha / beta) (hartree) = -0.409 / -0.409
- energy (Eh) = -3860.3578

natural (NBO) population analysis, charges in e, atoms 1 to 2: number 1, O, carries -0.59; number 2, C, carries -0.06